106
Properties=species:S:1:pos:R:3:lowdin_charge:R:1 method="wB97M-V/def2-TZVPD" homo_lumo_gap_ev=7.27 de_lowest_ev=0.000 total_energy_ev=-172306.6603 charge=+1
Ti 1.03 -0.40 0.23 0.873
C -1.79 3.90 5.42 -0.067
C -1.18 4.09 4.16 -0.060
C -0.82 3.04 3.37 -0.123
C -1.04 1.73 3.83 -0.349
C -1.71 1.58 5.04 -0.079
C -2.08 2.65 5.81 -0.095
P -0.46 0.34 2.81 1.087
C -0.83 -1.17 3.67 -0.370
C -2.19 -1.58 3.68 -0.117
C -2.62 -2.69 4.32 -0.125
C -1.75 -3.40 5.10 -0.078
C -0.40 -3.03 5.19 -0.068
C 0.03 -1.92 4.50 -0.069
C 1.35 0.50 2.95 -0.379
C 1.92 0.86 4.15 -0.108
C 3.25 1.18 4.20 -0.039
C 4.03 1.22 3.00 -0.030
C 3.46 0.86 1.79 -0.096
C 2.11 0.53 1.72 -0.244
H -2.03 4.82 5.94 0.109
H -0.87 5.05 3.80 0.103
H -0.27 3.27 2.49 0.080
H -1.98 0.61 5.52 0.131
H -2.50 2.47 6.77 0.103
H -2.93 -1.09 2.99 0.114
H -3.63 -3.04 4.22 0.109
H -2.16 -4.23 5.73 0.128
H 0.20 -3.56 5.88 0.100
H 1.11 -1.68 4.49 0.111
H 1.36 0.93 5.03 0.100
H 3.73 1.49 5.12 0.112
H 5.01 1.49 3.21 0.081
H 3.98 0.86 0.86 0.076
C -1.44 1.54 -3.46 -0.099
N -0.67 0.89 -2.35 -0.482
P -0.64 1.43 -0.69 0.955
C -0.33 3.14 -0.56 -0.379
C 0.84 3.52 0.14 -0.126
C 1.24 4.87 0.10 -0.047
C 0.47 5.78 -0.60 -0.080
C -0.70 5.47 -1.21 -0.045
C -1.19 4.10 -1.21 -0.018
C -2.38 1.15 -0.09 -0.342
C -3.24 0.21 -0.65 -0.090
C -4.44 -0.13 -0.01 -0.077
C -4.77 0.51 1.14 -0.088
C -4.07 1.66 1.57 -0.047
C -2.86 1.95 0.93 -0.129
P 0.08 -0.63 -2.38 1.036
C -1.10 -1.81 -3.24 -0.324
C -0.98 -2.09 -4.57 -0.112
C -1.67 -3.09 -5.21 -0.042
C -2.57 -3.77 -4.40 -0.084
C -2.77 -3.47 -3.11 -0.072
C -1.99 -2.51 -2.48 -0.111
C 1.41 -0.67 -3.67 -0.366
C 1.71 0.45 -4.44 -0.096
C 2.70 0.34 -5.41 -0.093
C 3.36 -0.88 -5.57 -0.063
C 3.03 -1.99 -4.78 -0.068
C 2.04 -1.90 -3.84 -0.140
H -2.52 1.52 -3.26 0.086
H -1.27 0.99 -4.44 0.102
H -1.03 2.52 -3.55 0.050
H 1.45 2.74 0.57 0.067
H 2.15 5.15 0.61 0.119
H 0.83 6.78 -0.57 0.106
H -1.27 6.18 -1.77 0.102
H -2.14 3.82 -1.68 0.112
H -3.08 -0.34 -1.57 0.081
H -5.08 -0.86 -0.54 0.125
H -5.69 0.25 1.68 0.116
H -4.43 2.30 2.37 0.112
H -2.23 2.76 1.40 0.104
H -0.35 -1.50 -5.28 0.127
H -1.58 -3.39 -6.24 0.117
H -3.11 -4.62 -4.74 0.105
H -3.52 -4.03 -2.51 0.125
H -2.18 -2.26 -1.43 0.087
H 1.27 1.43 -4.25 0.107
H 3.03 1.21 -5.96 0.100
H 4.11 -0.90 -6.36 0.112
H 3.60 -2.95 -4.86 0.125
H 1.74 -2.78 -3.29 0.097
Cl 1.96 -6.87 -1.30 0.715
C 1.26 -5.42 -0.74 -0.704
C -0.08 -5.37 -0.29 -0.712
Cl -1.05 -6.77 -0.25 0.718
C -0.54 -4.21 0.37 -0.590
Cl -2.16 -4.18 0.96 0.727
C 0.27 -3.06 0.39 -0.309
O -0.07 -1.81 0.78 -0.233
C 1.54 -3.10 -0.24 -0.321
O 2.11 -1.87 -0.30 -0.261
C 2.04 -4.28 -0.79 -0.578
Cl 3.62 -4.21 -1.56 0.712
I 4.96 3.02 -3.52 0.940
C 4.08 1.55 -2.41 -0.784
C 4.47 0.25 -2.40 -0.134
N 3.63 -0.41 -1.60 0.034
N 2.67 0.38 -1.13 -0.086
C 2.95 1.63 -1.57 -0.148
H 5.34 -0.18 -2.86 0.133
H 3.52 -1.41 -1.46 0.113
H 2.31 2.48 -1.37 0.097